C4H12 | ωB97M-V with the def2-TZVPD basis set

Properties
SMILES string: CC.CC
spin multiplicity: 1
energy above the lowest of the compared OMol25 structures with the same formula, charge and spin: 33.7 kcal per mole

CARTESIAN COORDINATES (ANGSTROEM)
C -1.50 0.97 2.13
C -0.50 1.88 1.41
H -2.46 1.52 2.43
H -1.73 0.30 1.19
H -1.06 0.67 3.17
H -0.54 1.94 0.34
H 0.53 1.55 1.49
H -0.47 2.83 1.71
C 1.52 -1.38 -2.32
C 0.44 -1.47 -1.24
H 1.99 -0.36 -2.36
H 2.33 -2.06 -1.89
H 1.16 -1.68 -3.30
H 0.76 -1.14 -0.20
H -0.59 -1.00 -1.48
H 0.28 -2.60 -1.01

Mulliken population analysis, charges in e, atoms 1 to 2:
1 C -0.577
2 C -1.107

C5H14 | ωB97M-V with the def2-TZVPD basis set

Properties
net charge: +1
spin multiplicity: 2
energy above the lowest of the compared OMol25 structures with the same formula, charge and spin: 20.3 kcal per mole
expectation value of S²: 0.75

CARTESIAN COORDINATES (ANGSTROEM)
C -1.07 -1.29 -0.11
C -1.28 -0.31 1.04
C -0.93 -2.74 0.23
H -0.36 -0.74 -0.78
H -1.99 -1.21 -0.75
H -0.64 0.55 1.35
H -2.27 0.09 0.83
H -1.07 -3.44 -0.63
H -1.55 -3.00 1.08
H -1.13 -1.01 1.97
H 0.11 -2.94 0.59
C 1.31 2.37 -1.19
C 1.81 1.67 0.02
H 1.35 1.70 -2.10
H 0.26 2.66 -1.07
H 1.82 3.25 -1.50
H 1.46 2.26 0.88
H 2.86 1.47 0.06
H 1.32 0.65 0.08

Mulliken population analysis, charges in e, atoms 1 to 2:
1 C 0.029
2 C -0.617

C5H8ClO2S | ωB97M-V with the def2-TZVPD basis set

Properties
SMILES string: CC(C)[C@](S)(Cl)C(=O)[O-]
net charge: -1
spin multiplicity: 1
energy above the lowest of the compared OMol25 structures with the same formula, charge and spin: 0.0 kcal per mole

CARTESIAN COORDINATES (ANGSTROEM)
C 2.14 -0.80 0.56
C -1.29 -1.05 -0.78
C -1.47 1.03 0.30
C -0.52 -0.12 0.21
C 0.91 0.15 -0.18
O 3.17 -0.21 0.81
O 1.74 -1.94 0.90
S 1.34 1.92 0.35
Cl 1.30 0.09 -1.97
H -0.58 -1.87 -1.12
H -2.09 -1.38 -0.06
H -1.75 -0.49 -1.70
H -1.46 1.47 -0.71
H -1.25 1.81 1.07
H -2.45 0.54 0.64
H -0.44 -0.64 1.19
H 2.69 1.50 0.47

Mulliken population analysis, charges in e, atoms 1 to 2:
1 C 0.626
2 C -1.229

C22H20N3O4S3SbSe4Ti | ωB97M-V with the def2-TZVPD basis set

Properties
net charge: -2
spin multiplicity: 1
energy above the lowest of the compared OMol25 structures with the same formula, charge and spin: 19.3 kcal per mole

CARTESIAN COORDINATES (ANGSTROEM)
Ti 0.04 0.13 -0.13
C -0.03 0.45 4.14
C -0.19 0.81 2.70
N -0.45 -0.11 1.81
N -0.49 -1.45 2.24
C -0.58 -2.33 1.30
S -0.78 -2.09 -0.44
S -0.52 -4.00 1.91
C 1.20 -4.11 2.54
C 1.31 -3.80 4.00
C 0.77 -4.68 4.94
C 0.89 -4.43 6.30
C 1.57 -3.30 6.73
C 2.11 -2.42 5.80
C 1.96 -2.66 4.45
C 0.01 2.22 2.26
C 0.42 3.15 3.23
C 0.64 4.48 2.91
C 0.43 4.91 1.60
C 0.02 4.03 0.62
C -0.16 2.69 0.94
O -0.53 1.85 -0.06
H -0.42 -0.54 4.34
H -0.52 1.18 4.78
H 1.05 0.45 4.37
H 1.85 -3.47 1.93
H 1.47 -5.14 2.35
H 0.24 -5.56 4.60
H 0.46 -5.11 7.01
H 1.69 -3.11 7.79
H 2.67 -1.55 6.11
H 2.37 -1.96 3.73
H 0.61 2.82 4.24
H 0.98 5.17 3.67
H 0.61 5.95 1.34
H -0.14 4.34 -0.40
N 0.76 -0.02 -2.37
C 0.94 1.20 -3.15
C 1.48 2.34 -2.58
C 1.57 3.49 -3.33
C 1.11 3.54 -4.65
C 0.60 2.38 -5.21
C 0.52 1.21 -4.46
S 1.17 5.07 -5.58
O 0.42 6.00 -4.75
O 2.58 5.37 -5.68
O 0.52 4.73 -6.84
H 1.65 -0.50 -2.22
H 0.17 -0.66 -2.92
H 1.85 2.32 -1.55
H 1.98 4.39 -2.89
H 0.25 2.42 -6.23
H 0.11 0.31 -4.91
Se 4.42 -2.75 1.93
Sb 4.61 -0.35 1.86
Se 5.99 0.69 0.22
Se 3.81 0.93 3.74
Se 2.20 -0.01 0.46

Mulliken population analysis, charges in e, atoms 1 to 2:
1 Ti -0.004
2 C -1.600

C30H54F9N6O9 | ωB97M-V with the def2-TZVPD basis set

Properties
net charge: -1
spin multiplicity: 1
E_tot: -3080.0729 Ha

CARTESIAN COORDINATES (ANGSTROEM)
C 4.24 1.22 2.60
C 3.64 2.37 1.76
C 2.11 2.57 1.96
C 1.38 2.26 0.66
C -0.14 2.48 0.66
C -0.91 1.75 1.79
N -1.95 0.90 1.18
C -2.55 -0.07 2.09
C -3.82 -0.66 1.41
O -3.82 -0.55 -0.03
C -4.90 0.13 -0.49
C -6.22 -0.59 -0.49
O -4.79 1.26 -0.86
C -3.19 0.57 3.39
O -3.43 -0.20 4.33
O -3.47 1.77 3.28
C -1.56 -1.17 2.50
F -2.19 -2.29 2.96
F -0.75 -0.75 3.52
C -0.55 -1.70 1.43
F 0.16 -2.70 2.04
F 0.36 -0.77 1.07
C -1.12 -2.34 0.13
F -1.25 -1.38 -0.80
F -2.27 -2.99 0.32
C -0.12 -3.37 -0.49
F 1.12 -2.90 -0.57
F -0.14 -4.55 0.12
F -0.53 -3.59 -1.76
H 5.23 1.50 2.96
H 3.61 0.97 3.45
H 4.34 0.32 1.99
H 3.81 2.12 0.71
H 4.15 3.31 1.92
H 1.79 1.87 2.74
H 1.93 3.60 2.26
H 1.79 2.95 -0.09
H 1.62 1.26 0.29
H -0.35 3.55 0.66
H -0.52 2.10 -0.29
H -0.19 1.18 2.35
H -1.33 2.52 2.44
H -2.71 1.53 0.97
H -4.67 -0.10 1.80
H -3.98 -1.70 1.69
H -6.87 -0.09 0.22
H -6.66 -0.45 -1.47
H -6.06 -1.64 -0.25
C -10.02 -0.24 -0.49
O -9.28 0.69 -0.76
N -10.88 -0.24 0.55
C -11.74 -1.38 0.83
C -10.94 0.93 1.40
H -10.04 -1.17 -1.08
H -12.79 -1.08 0.79
H -11.53 -1.77 1.83
H -11.57 -2.16 0.10
H -11.22 1.81 0.82
H -9.97 1.12 1.85
H -11.68 0.77 2.19
C 5.16 -6.51 -0.22
O 5.62 -7.61 0.00
N 4.11 -6.25 -1.01
C 3.61 -4.91 -1.23
C 3.43 -7.37 -1.66
H 5.60 -5.59 0.23
H 2.58 -4.83 -0.91
H 3.66 -4.67 -2.30
H 4.21 -4.19 -0.68
H 3.06 -8.06 -0.91
H 4.13 -7.90 -2.30
H 2.61 -6.99 -2.26
C 3.12 -7.79 -5.26
O 2.72 -8.63 -4.48
N 2.34 -7.17 -6.17
C 2.86 -6.17 -7.08
C 0.93 -7.53 -6.24
H 4.17 -7.45 -5.29
H 2.35 -5.22 -6.93
H 2.72 -6.49 -8.11
H 3.93 -6.02 -6.90
H 0.45 -7.33 -5.28
H 0.82 -8.59 -6.46
H 0.45 -6.94 -7.02
C 1.77 6.90 2.20
O 2.13 5.74 2.33
N 0.71 7.30 1.49
C 0.35 8.70 1.38
C -0.10 6.30 0.82
H 2.32 7.73 2.68
H -0.65 8.87 1.77
H 0.37 9.01 0.33
H 1.05 9.31 1.93
H -0.51 5.60 1.54
H 0.50 5.74 0.11
H -0.92 6.79 0.29
C 6.31 4.96 0.93
O 5.73 4.01 0.46
N 7.51 5.42 0.52
C 8.16 6.56 1.13
C 8.17 4.73 -0.58
H 5.89 5.55 1.77
H 8.32 7.35 0.39
H 9.13 6.27 1.55
H 7.53 6.95 1.93
H 7.54 4.75 -1.47
H 8.34 3.68 -0.31
H 9.12 5.21 -0.79

Mulliken population analysis, charges in e, atoms 1 to 2:
1 C -1.316
2 C -0.011

C5H13N | ωB97M-V with the def2-TZVPD basis set

Properties
SMILES string: C=NC.CCC
spin multiplicity: 1
energy above the lowest of the compared OMol25 structures with the same formula, charge and spin: 43.4 kcal per mole

CARTESIAN COORDINATES (ANGSTROEM)
C -1.09 -1.84 -0.50
C 0.44 -1.85 -0.60
C 0.84 -0.82 -1.67
H -1.57 -1.83 -1.48
H -1.49 -2.71 0.03
H -1.44 -0.93 0.00
H 0.73 -1.57 0.42
H 0.83 -2.86 -0.77
H 1.90 -0.55 -1.64
H 0.25 0.07 -1.48
H 0.55 -1.20 -2.65
C 0.09 2.76 0.57
C 0.03 1.17 2.22
N 0.78 1.80 1.42
H 0.59 2.86 -0.39
H -0.94 2.41 0.41
H 0.09 3.74 1.03
H 0.36 0.60 3.11
H -0.95 0.75 1.96

Mulliken population analysis, charges in e, atoms 1 to 2:
1 C -1.083
2 C -0.152

C37H56BBrClF4GdN3O8Si | ωB97M-V with the def2-TZVPD basis set

Properties
net charge: +1
spin multiplicity: 8
energy above the lowest of the compared OMol25 structures with the same formula, charge and spin: 0.0 kcal per mole
expectation value of S²: 16.02

CARTESIAN COORDINATES (ANGSTROEM)
Gd -10.87 -13.95 15.62
O -10.91 -10.26 18.25
C -10.91 -11.48 17.69
O -11.23 -11.70 16.52
C -10.32 -12.49 18.58
C -10.17 -12.18 19.95
C -9.81 -13.21 20.86
C -9.67 -14.50 20.34
C -9.88 -14.74 18.97
N -10.08 -13.72 18.08
C -9.85 -16.09 18.36
O -9.38 -17.02 19.20
O -10.13 -16.22 17.15
H -11.22 -9.53 17.65
H -10.38 -11.15 20.30
H -9.53 -12.99 21.89
H -9.37 -15.36 20.94
H -9.34 -17.93 18.78
C -9.77 -7.92 11.87
C -9.17 -9.14 11.18
C -7.68 -8.93 11.07
C -9.63 -9.30 9.73
C -9.57 -10.39 11.96
C -10.86 -10.90 11.98
C -11.18 -11.93 12.89
N -10.31 -12.44 13.79
C -9.03 -12.17 13.49
C -8.62 -11.11 12.66
C -8.01 -13.05 13.97
C -6.82 -13.27 13.27
C -5.89 -14.24 13.67
C -6.19 -14.84 14.90
C -7.37 -14.55 15.55
N -8.30 -13.69 15.13
C -4.66 -14.53 12.87
C -5.13 -15.07 11.49
C -3.88 -15.64 13.64
C -3.88 -13.23 12.66
H -9.46 -6.98 11.41
H -9.46 -7.91 12.95
H -10.88 -7.86 11.88
H -7.42 -8.06 10.42
H -7.18 -9.84 10.65
H -7.27 -8.71 12.08
H -9.29 -8.43 9.11
H -10.74 -9.24 9.68
H -9.32 -10.28 9.28
H -11.73 -10.43 11.49
H -12.16 -12.42 12.91
H -7.58 -10.81 12.72
H -6.67 -12.67 12.37
H -5.45 -15.47 15.39
H -7.64 -15.04 16.45
H -6.09 -15.62 11.73
H -4.38 -15.70 10.94
H -5.46 -14.24 10.78
H -4.48 -16.56 13.82
H -3.57 -15.22 14.64
H -2.98 -15.98 13.07
H -4.59 -12.42 12.45
H -3.21 -13.23 11.76
H -3.40 -12.90 13.63
O -12.94 -14.45 16.58
Cl -14.07 -13.66 15.79
O -15.06 -14.61 15.45
O -13.38 -13.09 14.69
O -14.58 -12.64 16.65
C -12.29 -20.79 17.02
C -13.70 -20.42 17.58
C -14.43 -21.72 17.81
C -13.45 -19.76 18.94
Si -14.81 -19.19 16.49
Br -13.35 -17.57 16.43
C -16.25 -18.34 17.45
C -17.05 -17.43 16.51
C -17.23 -19.32 18.15
C -15.78 -17.27 18.51
C -15.07 -19.58 14.58
C -15.14 -18.39 13.63
C -16.29 -20.54 14.57
C -13.80 -20.29 14.06
H -11.69 -21.01 17.95
H -11.76 -20.01 16.48
H -12.37 -21.70 16.47
H -13.76 -22.49 18.25
H -14.85 -22.16 16.87
H -15.33 -21.63 18.46
H -12.89 -20.52 19.57
H -14.34 -19.39 19.48
H -12.82 -18.89 18.82
H -17.35 -17.98 15.62
H -16.46 -16.54 16.21
H -17.99 -17.08 16.99
H -17.74 -19.91 17.38
H -17.97 -18.76 18.74
H -16.67 -19.94 18.84
H -15.09 -16.49 18.08
H -15.28 -17.67 19.42
H -16.72 -16.83 18.89
H -15.83 -17.57 13.89
H -15.44 -18.75 12.62
H -14.12 -17.94 13.58
H -17.17 -20.12 15.07
H -15.99 -21.53 15.02
H -16.52 -20.74 13.52
H -12.91 -19.66 14.14
H -13.98 -20.49 13.02
H -13.67 -21.25 14.57
F -10.32 -16.04 12.16
B -10.93 -16.42 13.33
F -11.74 -15.26 13.85
F -11.77 -17.47 13.17
F -10.03 -16.60 14.42

Mulliken population analysis, charges in e, atoms 1 to 2:
1 Gd 1.137
2 O -0.476

C5H16BOSi | ωB97M-V with the def2-TZVPD basis set

Properties
net charge: -1
spin multiplicity: 1
E_tot: -589.7575 Ha

CARTESIAN COORDINATES (ANGSTROEM)
B 3.03 -0.60 0.19
C 1.99 0.44 0.99
C 1.11 1.29 0.08
O -0.29 1.33 0.49
Si -1.27 0.15 -0.09
C -2.96 0.46 0.69
C -0.67 -1.55 0.39
C -1.41 0.23 -1.96
H 4.20 -0.41 0.51
H 2.93 -0.43 -1.04
H 2.74 -1.78 0.43
H 1.31 -0.12 1.64
H 2.55 1.11 1.65
H 1.15 0.89 -0.94
H 1.43 2.33 0.02
H -3.76 0.01 0.10
H -3.01 0.06 1.70
H -3.14 1.54 0.74
H -0.58 -1.63 1.47
H 0.32 -1.76 -0.04
H -1.38 -2.30 0.04
H -0.63 -0.38 -2.42
H -1.29 1.25 -2.33
H -2.38 -0.14 -2.30

Mulliken population analysis, charges in e, atoms 1 to 2:
1 B 0.127
2 C -0.745

C3H11N3OP | ωB97M-V with the def2-TZVPD basis set

Properties
SMILES string: C=[P@H](O)N(C)C(N)=[NH2+]
net charge: +1
spin multiplicity: 1
energy above the lowest of the compared OMol25 structures with the same formula, charge and spin: 27.5 kcal per mole

CARTESIAN COORDINATES (ANGSTROEM)
C 0.96 -0.93 -0.40
C 1.12 1.37 0.30
C -2.19 1.02 -0.68
N 2.26 -1.09 -0.32
N 0.45 0.09 0.18
N 0.18 -1.97 -0.84
O -1.45 0.87 1.92
P -1.37 0.14 0.48
H 1.44 1.62 1.33
H 1.98 1.71 -0.44
H 0.28 2.06 -0.11
H -3.17 1.25 -0.39
H -2.36 0.53 -1.58
H 2.84 -0.39 0.23
H 2.77 -1.91 -0.63
H 0.55 -2.87 -1.07
H -0.75 -1.86 -1.05
H -2.15 1.56 1.94
H -1.37 -1.21 1.12

Mulliken population analysis, charges in e, atoms 1 to 2:
1 C 0.873
2 C -1.090

Record order is preserved below.
Largest force on an atom: 4.23 4.23 3.24 2.75 1.14 2.47 3.19 0.20 3.90 eV/Å